Entry 1:
Below is a molecular structure, C33H47F6N5PSV, with properties calculated with wB97M-V/def2-TZVPD.

Each line ends with the Mulliken spin population.
CARTESIAN COORDINATES (ANGSTROEM)
V: 0.10713 1.60745 -0.21964  1.41
C: -3.16070 -4.57111 -0.66976  0.00
C: -2.75971 -3.83819 -1.95807  0.01
C: -1.83593 -4.74881 -2.76502  0.01
C: -4.01335 -3.54571 -2.79434  0.00
C: -2.09186 -2.52254 -1.58892  0.02
C: -2.79190 -1.57741 -0.79216  0.06
C: -2.21015 -0.38600 -0.47981  0.00
N: -0.96948 -0.02754 -0.88587  0.12
C: -0.23714 -0.96559 -1.56243  0.13
C: -0.81957 -2.19030 -1.96101  0.06
C: 1.12686 -0.62253 -1.77595  0.10
C: 2.07683 -1.44688 -2.40864  0.04
C: 3.38316 -1.05701 -2.55442  0.03
C: 3.73126 0.22255 -2.05316  0.06
C: 2.78577 0.99150 -1.43935  0.04
N: 1.49940 0.60216 -1.28015  0.06
C: 4.39818 -1.99266 -3.20570  0.01
C: 3.91104 -2.38992 -4.60558  0.01
C: 4.53845 -3.25142 -2.33725  0.01
C: 5.77450 -1.34090 -3.34163  0.00
H: -3.60663 -5.53756 -0.91400  0.00
H: -3.89019 -4.00367 -0.09097  0.00
H: -2.28932 -4.74517 -0.03521  0.00
H: -2.35221 -5.68313 -2.99124  0.00
H: -0.92921 -4.99634 -2.20898  0.00
H: -1.54682 -4.29147 -3.71344  0.00
H: -4.52420 -4.47826 -3.04379  0.00
H: -3.74908 -3.03904 -3.72422  0.00
H: -4.71590 -2.91110 -2.25317  0.00
H: -3.78691 -1.78013 -0.42191  0.01
H: -2.73145 0.34558 0.11807  0.02
H: -0.22279 -2.87643 -2.54154  0.01
H: 1.76055 -2.41562 -2.76949  0.00
H: 4.73291 0.61292 -2.14155  0.01
H: 3.03115 1.96639 -1.04383  0.02
H: 2.95878 -2.92035 -4.56754  0.00
H: 4.64047 -3.04858 -5.08189  0.00
H: 3.78097 -1.50899 -5.23648  0.00
H: 3.58778 -3.77852 -2.24363  0.00
H: 4.88039 -2.99349 -1.33307  0.00
H: 5.26360 -3.93702 -2.78156  0.00
H: 5.73356 -0.43530 -3.94944  0.00
H: 6.45942 -2.03808 -3.82698  0.00
H: 6.19792 -1.08434 -2.36903  0.00
F: 0.57014 3.32097 -1.55596  0.00
P: 1.25731 4.55354 -0.60791  0.00
F: 0.62860 5.63557 -1.57189  0.00
F: 1.89604 5.60949 0.37979  0.00
F: 2.58298 4.44144 -1.47226  0.00
F: -0.11267 4.54444 0.28690  0.00
F: 1.75115 3.28817 0.33237  0.01
S: -2.36406 2.66839 -0.97471  -0.01
C: -3.26223 3.69875 0.01508  0.00
N: -4.59701 3.56669 0.17411  0.00
C: -5.18866 4.72043 0.84101  0.00
C: -3.94298 5.45539 1.37718  0.00
N: -2.85603 4.76314 0.70158  0.00
H: -5.10172 2.96066 -0.44880  0.00
H: -5.85266 4.40956 1.64536  0.00
H: -5.75345 5.33709 0.13942  0.00
H: -3.85611 5.36695 2.46057  0.00
H: -3.94923 6.51246 1.11601  0.00
H: -1.87896 5.00587 0.74706  0.00
C: 0.12789 -2.77623 1.58653  -0.02
C: 1.10454 -1.61096 1.75066  0.01
C: 2.53829 -2.11069 1.93056  -0.01
C: 0.68648 -0.69284 2.87940  -0.01
C: 0.69289 -1.14005 4.19292  0.03
C: 0.32354 -0.30424 5.23549  -0.04
C: -0.05533 1.00221 4.97372  0.03
C: -0.08216 1.49785 3.67637  -0.03
C: -0.49346 2.92935 3.41007  -0.01
C: 0.43324 3.91887 4.11723  0.00
C: -1.95345 3.16421 3.80000  0.00
C: 0.28292 0.63324 2.62820  0.00
N: 0.23447 1.09199 1.32712  -0.23
H: 0.41823 -3.39788 0.73554  0.00
H: -0.88767 -2.41571 1.40986  0.01
H: 0.11334 -3.40934 2.47742  0.00
H: 1.07701 -1.02725 0.83179  0.00
H: 2.64028 -2.72789 2.82610  0.00
H: 3.23662 -1.27664 2.01622  0.00
H: 2.83516 -2.71732 1.07167  0.00
H: 0.99503 -2.15903 4.40560  0.00
H: 0.33732 -0.66999 6.25447  0.00
H: -0.33208 1.65167 5.79610  0.00
H: -0.40074 3.10511 2.33807  0.03
H: 0.36464 3.82593 5.20352  0.00
H: 0.16732 4.94418 3.85123  0.00
H: 1.47178 3.75462 3.82828  0.00
H: -2.12111 2.94810 4.85746  0.00
H: -2.62548 2.52982 3.21722  0.00
H: -2.22555 4.20850 3.63008  0.00

Results
E in eV: -104560.5825
Spin multiplicity: 3
HOMO-LUMO gap (spin up / spin down) in eV: 5.5 / 7.7
ΔE to the lowest compared entry with this formula, charge and spin in kcal per mole: 5.92

=====

Entry 2:
Below is C4H5NO2 in the gas phase, with properties calculated with wB97M-V/def2-TZVPD.

Each line ends with the natural charge from an NBO analysis.
CARTESIAN COORDINATES (ANGSTROEM)
H: 0.68384 -2.05966 -1.26728  0.33
N: 1.15593 -1.19956 -0.96377  -0.54
C: 0.26976 -0.35204 -0.63680  0.20
C: -1.19483 -0.69056 -0.78699  0.39
O: -2.08172 0.12094 -0.82503  -0.49
C: 0.62413 0.92991 0.07026  -0.58
C: 0.15001 0.76986 1.50808  0.45
O: -0.64270 -0.08283 1.82660  -0.51
H: -1.38212 -1.78690 -0.87336  0.11
H: 1.70525 1.10081 0.05149  0.25
H: 0.13253 1.80283 -0.37889  0.26
H: 0.57991 1.44721 2.27569  0.13

Results
SMILES: [H]/N=C(\C=O)CC=O
E in eV: -9812.7784
Spin multiplicity: 1
HOMO-LUMO gap in eV: 10.1
ΔE to the lowest compared entry with this formula, charge and spin in kcal per mole: 35.43

=====

Entry 3:
Below is 2 unconnected molecules or ions with the total composition C2H3NO3 in a non-equilibrium geometry, with properties calculated with wB97M-V/def2-TZVPD.

Each line ends with the natural charge from an NBO analysis.
CARTESIAN COORDINATES (ANGSTROEM)
C: -2.20948 -0.59806 -0.55101  -0.26
C: -2.16642 0.22663 0.36509  -0.24
N: 1.89678 0.19744 0.60375  0.51
O: 2.00199 -0.10306 -0.76028  -0.61
O: 2.71847 -0.37158 1.20688  -0.30
O: 0.94964 0.86945 0.87277  -0.10
H: -2.04805 -1.21175 -1.44420  0.24
H: 1.34317 0.03355 -1.44660  0.50
H: -2.48611 0.95737 1.15360  0.26

Results
E in eV: -9743.5363
Spin multiplicity: 3
HOMO-LUMO gap (spin up / spin down) in eV: 7.8 / 6.7
ΔE to the lowest compared entry with this formula, charge and spin in kcal per mole: 204.05

=====

Entry 4:
Below is a molecular structure, C10H14BIN6W in a non-equilibrium geometry, with properties calculated with wB97M-V/def2-TZVPD.

Each line ends with the natural charge from an NBO analysis.
CARTESIAN COORDINATES (ANGSTROEM)
H: 2.13105 3.83415 -0.30743  0.27
N: 1.41947 2.08611 -1.31832  -0.39
B: 0.27506 0.45399 -3.04456  0.53
N: 0.72394 1.84420 -2.47632  -0.28
C: 0.59972 3.00966 -3.12566  0.14
W: 2.93785 0.97213 -0.74023  1.56
H: 0.16487 3.00712 -4.11473  0.28
C: 1.17872 4.02000 -2.36808  -0.26
H: 1.22469 5.05723 -2.64139  0.29
C: 1.66752 3.44289 -1.20724  -0.02
H: 0.36240 0.56144 -4.26952  -0.01
C: -2.23304 -2.39544 2.50468  -0.85
H: -1.40408 -2.81144 3.08932  0.21
H: -1.86433 -2.17481 1.49606  0.20
H: -3.00762 -3.16670 2.42143  0.23
N: -1.23916 0.02406 -2.78123  -0.40
N: 1.35678 -0.62324 -2.65862  -0.28
N: -1.86180 -0.21301 -1.54885  -0.32
N: 2.13784 -0.65052 -1.52881  -0.39
C: -2.14930 -0.16793 -3.77311  -0.03
C: 1.76256 -1.62065 -3.45418  0.14
H: -1.87087 -0.04527 -4.81123  0.22
H: 1.32875 -1.69513 -4.44591  0.28
C: -3.37281 -0.51945 -3.21556  -0.33
C: 2.78438 -2.32378 -2.82850  -0.26
C: -3.14697 -0.51409 -1.81075  -0.01
C: 2.99171 -1.73692 -1.58548  -0.01
H: -4.28203 -0.73682 -3.74459  0.25
H: 3.30060 -3.17264 -3.23553  0.29
H: -3.90485 -0.73267 -1.05811  0.24
H: 3.62187 -1.97227 -0.73356  0.27
H: -2.61186 -1.54115 2.95191  0.21
I: 2.85044 0.76722 1.79531  0.22

Results
E in eV: -30120.4991
Net charge: +2
Spin multiplicity: 3
HOMO-LUMO gap (spin up / spin down) in eV: 2.9 / 3.7
ΔE to the lowest compared entry with this formula, charge and spin in kcal per mole: 86.25

=====

Entry 5:
Below is C4H8N2 in the gas phase in a non-equilibrium geometry, with properties calculated with wB97M-V/def2-TZVPD.

Each line ends with the natural charge from an NBO analysis.
CARTESIAN COORDINATES (ANGSTROEM)
C: -0.58541 1.37334 -0.07521  -0.42
N: -0.30991 -0.03198 -0.48534  -0.34
C: -0.80128 -0.98234 0.54614  -0.42
C: 1.11247 -0.31036 -0.88582  -0.55
C: 1.92399 -0.67950 0.19989  0.21
N: 2.57411 -1.06728 1.09317  -0.44
H: -1.65183 1.50763 0.13483  0.20
H: -0.27902 2.03202 -0.88911  0.22
H: 0.01540 1.58842 0.80975  0.23
H: -0.27567 -0.77676 1.47964  0.24
H: -0.55764 -1.99299 0.21978  0.24
H: -1.87868 -0.85232 0.67040  0.20
H: 1.47297 0.51194 -1.49874  0.20
H: -0.85947 -0.21140 -1.32587  0.41

Results
E in eV: -7255.3053
Spin multiplicity: 1
HOMO-LUMO gap in eV: 7.6
ΔE to the lowest compared entry with this formula, charge and spin in kcal per mole: 59.27

=====

Entry 6:
Below is 2 unconnected molecules or ions with the total composition C6H12O5 in a non-equilibrium geometry, with properties calculated with wB97M-V/def2-TZVPD.

Each line ends with the natural charge from an NBO analysis.
CARTESIAN COORDINATES (ANGSTROEM)
C: 0.73091 0.98044 -1.06928  0.12
C: -0.56109 1.34604 -0.54139  -0.51
C: -1.48344 0.17911 -0.51164  0.03
C: -0.92135 -0.78001 0.42128  0.05
C: 0.61417 -0.96094 0.16126  0.06
C: 1.63227 0.04211 -0.19558  0.04
H: 1.61009 -0.15461 -2.47507  0.48
H: 1.19338 2.15263 -0.98388  0.17
H: -0.04705 1.84806 0.37147  0.26
H: -0.94333 2.13697 -1.27562  0.25
H: -1.44768 -0.36160 -1.40203  0.21
H: -3.39259 -0.34709 0.06606  0.49
H: -1.47484 -1.83819 0.60760  0.20
H: -1.59982 0.99180 1.63300  0.45
H: 0.81333 -1.79866 -0.79910  0.20
H: 0.55611 -1.52731 1.88413  0.49
H: 2.32320 -0.31278 -0.87722  0.14
H: 1.99475 -0.07419 1.56650  0.49
O: 0.62543 0.08346 -2.16706  -0.74
O: -2.83403 0.44526 -0.19773  -0.72
O: -1.21254 -0.43795 1.72580  -0.72
O: 1.31797 -1.49391 1.31838  -0.72
O: 2.14637 0.70870 0.83265  -0.73

Results
E in eV: -16646.4531
Spin multiplicity: 1
HOMO-LUMO gap in eV: 9.2
ΔE to the lowest compared entry with this formula, charge and spin in kcal per mole: 167.84

=====

Entry 7:
Below is C3H9NO2 in the gas phase in a non-equilibrium geometry, with properties calculated with wB97M-V/def2-TZVPD.

Each line ends with the natural charge from an NBO analysis.
CARTESIAN COORDINATES (ANGSTROEM)
O: 0.98924 1.51065 0.20006  -0.78
C: 1.42369 0.06052 -0.23895  -0.10
C: 0.42797 -0.96265 0.40915  -0.27
N: -0.83715 -0.89190 -0.23682  -0.65
C: -1.87798 -0.04860 0.15194  0.09
O: -1.73835 1.36382 -0.04248  -0.77
H: 1.88514 1.87202 -0.07762  0.48
H: 1.40945 0.05272 -1.35203  0.18
H: 2.60127 -0.01069 0.19824  0.18
H: 1.00770 -1.72072 -0.14780  0.20
H: 0.72442 -1.37479 1.48724  0.24
H: -0.55619 -1.02936 -1.29937  0.37
H: -1.86828 -0.17623 1.35133  0.15
H: -2.79337 -0.22164 -0.48121  0.19
H: -0.79755 1.57684 0.07832  0.49

Results
SMILES: OCCNCO
E in eV: -8838.8396
Spin multiplicity: 1
HOMO-LUMO gap in eV: 9.7
ΔE to the lowest compared entry with this formula, charge and spin in kcal per mole: 94.91

=====

Entry 8:
Below is a molecular structure, C18H17AgF5N2S3, with properties calculated with wB97M-V/def2-TZVPD.

Each line ends with the natural charge from an NBO analysis.
CARTESIAN COORDINATES (ANGSTROEM)
Ag: 0.40567 0.19988 -1.29198  0.58
F: 5.89752 4.35648 0.18079  -0.31
C: 4.80413 3.85816 -0.41768  0.23
C: 4.69566 2.50972 -0.67443  0.30
F: 5.69972 1.69120 -0.31674  -0.31
C: 3.56733 2.00677 -1.30106  0.30
F: 3.55034 0.68725 -1.53357  -0.30
C: 2.49361 2.80228 -1.68747  -0.25
S: 1.04453 2.19682 -2.47325  -0.41
C: 2.65168 4.15897 -1.41249  0.31
F: 1.68316 5.02632 -1.74261  -0.30
C: 3.77144 4.68531 -0.79519  0.25
F: 3.85958 6.00495 -0.55480  -0.31
C: -3.04394 1.53906 -1.37599  -0.40
N: -2.46198 0.22385 -1.43612  -0.44
C: -2.97055 -0.55544 -2.53737  -0.41
C: -2.55537 -0.47561 -0.17248  -0.28
C: -1.67932 -1.71548 -0.09489  0.01
C: -2.24605 -2.89685 0.37968  -0.30
C: -1.47818 -4.05194 0.52061  -0.25
C: -0.13463 -4.00061 0.16869  -0.26
C: 0.40892 -2.80679 -0.31469  -0.27
C: -0.33156 -1.62923 -0.46412  -0.42
H: -4.13172 1.51686 -1.16734  0.14
H: -2.88678 2.05329 -2.32570  0.20
H: -2.55306 2.12073 -0.59424  0.21
H: -4.06028 -0.73578 -2.45567  0.14
H: -2.46306 -1.51939 -2.56783  0.21
H: -2.77696 -0.03500 -3.47690  0.20
H: -3.60776 -0.74976 0.04794  0.14
H: -2.23927 0.23241 0.60531  0.22
H: -3.30249 -2.91877 0.63585  0.20
H: -1.92412 -4.96985 0.88458  0.19
H: 0.48839 -4.88469 0.26410  0.19
H: 1.46333 -2.80248 -0.57699  0.19
S: 1.29053 1.44664 1.24659  -0.13
C: 0.53733 0.27591 2.09410  -0.08
N: 0.97653 -0.98060 2.24398  -0.59
C: 0.26561 -1.83453 3.17481  -0.22
C: -1.18017 -1.35059 3.11519  -0.55
S: -1.04857 0.43605 2.82932  0.28
H: 1.93788 -1.15048 1.99371  0.42
H: 0.66840 -1.73859 4.18815  0.18
H: 0.34006 -2.87507 2.86114  0.23
H: -1.71210 -1.54329 4.04488  0.22
H: -1.71341 -1.80803 2.28221  0.25

Results
E in eV: -72015.4546
Net charge: -1
Spin multiplicity: 1
HOMO-LUMO gap in eV: 6.7

=====

Question: Look up the E of the sixth one.
Answer: -16646.4531 eV